[1]
{
  "formula": "C30H37IrN2OPS5",
  "method": "the ωB97M-V functional and the def2-TZVPD basis",
  "molar_mass_g_mol": 825.2,
  "charge": 2,
  "e_lumo_ev": [-5.890, -8.703],
  "multiplicity": 6,
  "relative_energy_kj_mol": 131.6,
  "e_tot_ha": -3786.1075,
  "species": ["Ir", "C", "C", "N", "N", "C", "S", "S", "C", "C", "C", "C", "C", "C", "C", "C", "C", "C", "C", "C", "C", "O", "H", "H", "H", "H", "H", "H", "H", "H", "H", "H", "H", "H", "H", "H", "C", "C", "S", "C", "C", "S", "C", "C", "S", "H", "H", "H", "H", "H", "H", "H", "H", "H", "H", "H", "H", "C", "P", "C", "C", "C", "C", "C", "C", "C", "H", "H", "H", "H", "H", "H", "H", "H", "H", "H", "H"],
  "coordinates": [[0.31486, 0.39948, -0.23307], [-1.52495, -3.98060, 0.41471], [-1.40652, -2.48973, 0.54271], [-0.25133, -1.90387, 0.54182], [0.83001, -2.69256, 0.64798], [1.93727, -2.31019, -0.00071], [2.20364, -0.92394, -0.94578], [3.10103, -3.52432, 0.31438], [4.26652, -3.45012, -1.08032], [3.59457, -4.13728, -2.23843], [3.05399, -3.39689, -3.28827], [2.45397, -4.04831, -4.35512], [2.37903, -5.43541, -4.37323], [2.90908, -6.17608, -3.32485], [3.51058, -5.52935, -2.25808], [-2.64379, -1.69308, 0.70564], [-3.82204, -2.35655, 0.96295], [-5.01588, -1.67769, 1.25951], [-5.06039, -0.27729, 1.30498], [-3.93181, 0.42924, 1.01376], [-2.70237, -0.24045, 0.67462], [-1.74117, 0.49999, 0.32675], [-0.60091, -4.42239, 0.06092], [-2.32449, -4.24963, -0.27349], [-1.75498, -4.40791, 1.39467], [5.13619, -3.99647, -0.71725], [4.54878, -2.41744, -1.27474], [3.13910, -2.31756, -3.28471], [2.06183, -3.47608, -5.18589], [1.92035, -5.94065, -5.21264], [2.86227, -7.25648, -3.34341], [3.93039, -6.10880, -1.44287], [-3.84218, -3.43591, 0.96499], [-5.90954, -2.25005, 1.46898], [-5.98029, 0.23096, 1.55937], [-3.91666, 1.51094, 1.00339], [-3.11202, 1.02621, -4.88907], [-3.30206, -0.28016, -4.12504], [-2.19478, -0.61978, -2.73334], [-0.57625, -0.74588, -3.51648], [0.20888, 0.54538, -3.72385], [0.38184, 1.73007, -2.36219], [-1.21635, 2.59367, -2.23123], [-1.77019, 3.13934, -3.55474], [-3.43313, 2.55973, -3.97770], [-3.83414, 1.03111, -5.70749], [-2.12709, 1.09088, -5.34987], [-3.24521, -1.12333, -4.81672], [-4.29229, -0.29468, -3.66782], [-0.69853, -1.23798, -4.48437], [-0.00459, -1.42045, -2.87702], [-0.16901, 1.11388, -4.57040], [1.24784, 0.29878, -3.95593], [-0.99919, 3.39815, -1.52391], [-1.92517, 1.91097, -1.77738], [-1.12168, 2.93280, -4.40449], [-1.85709, 4.22311, -3.49566], [2.54800, 1.81061, 2.14699], [0.87229, 1.96457, 1.48246], [-0.19833, 1.88251, 2.93578], [0.75203, 3.64721, 0.84342], [1.66815, 4.04898, -0.13158], [1.61955, 5.33370, -0.64702], [0.64612, 6.22268, -0.20478], [-0.27954, 5.82355, 0.74729], [-0.23044, 4.53731, 1.27186], [3.28355, 1.89871, 1.34893], [2.66539, 0.83843, 2.62616], [2.71402, 2.60366, 2.87712], [0.02009, 2.70977, 3.61173], [-0.00774, 0.94060, 3.45132], [-1.24693, 1.91339, 2.64427], [2.42453, 3.35929, -0.49209], [2.34063, 5.64409, -1.39157], [0.61274, 7.22845, -0.60244], [-1.03801, 6.51493, 1.08997], [-0.95821, 4.24333, 2.01778]]
}

=====

[2]
{
  "formula": "C30H37N3O3",
  "method": "the ωB97M-V functional and the def2-TZVPD basis",
  "molar_mass_g_mol": 487.6,
  "charge": 0,
  "e_lumo_ev": -2.040,
  "e_tot_ha": -1555.3346,
  "species": ["C", "C", "C", "C", "C", "O", "N", "C", "O", "C", "H", "H", "H", "H", "H", "H", "H", "H", "H", "H", "C", "N", "C", "O", "C", "C", "C", "C", "C", "C", "C", "C", "N", "C", "C", "C", "C", "C", "C", "C", "C", "C", "C", "C", "C", "C", "H", "H", "H", "H", "H", "H", "H", "H", "H", "H", "H", "H", "H", "H", "H", "H", "H", "H", "H", "H", "H", "H", "H", "H", "H", "H", "H"],
  "coordinates": [[-6.62410, -1.39707, -3.18058], [-5.20728, -1.39518, -2.59726], [-5.29117, -1.39687, -1.06623], [-4.41106, -2.62896, -3.08251], [-2.90766, -2.57905, -2.71083], [-2.33811, -3.66397, -2.53587], [-2.25579, -1.37876, -2.58836], [-2.91261, -0.19576, -2.70730], [-2.33538, 0.89206, -2.52898], [-4.41235, -0.15883, -3.08119], [-6.59392, -1.39788, -4.27832], [-7.17868, -2.28810, -2.85093], [-7.18122, -0.50755, -2.85155], [-4.29336, -1.39780, -0.61672], [-5.82534, -0.50635, -0.71432], [-5.82462, -2.28873, -0.71641], [-4.86536, -3.54155, -2.67431], [-4.50517, -2.68457, -4.18008], [-4.50294, -0.10825, -4.17912], [-4.86786, 0.75328, -2.67555], [4.54934, 1.15646, 3.96752], [3.33781, 0.67958, 3.33813], [2.31197, 0.17127, 4.07924], [2.31122, 0.04189, 5.30090], [1.18264, -0.20358, 3.11601], [-0.09629, 0.58933, 3.40210], [-0.66682, 0.27367, 4.76820], [-0.78449, 1.28618, 5.72677], [-1.26826, 0.98397, 7.00154], [-1.64254, -0.33202, 7.31121], [-1.53374, -1.34224, 6.34486], [-1.05099, -1.03784, 5.06702], [1.76676, 0.10332, 1.80608], [1.10538, -0.11101, 0.64925], [1.62777, 0.19305, -0.59975], [1.02267, 0.01694, -1.83572], [1.67870, 0.37407, -3.06009], [1.02151, 0.17077, -4.30432], [1.62982, 0.50121, -5.50566], [2.92176, 1.05553, -5.52485], [3.56755, 1.41084, -6.82719], [3.59328, 1.27204, -4.31441], [2.99272, 0.94236, -3.10598], [3.12861, 0.68329, 1.89412], [3.15576, 2.13418, 1.39155], [4.17060, -0.23438, 1.23932], [4.45773, 1.05181, 5.05043], [5.41877, 0.58258, 3.62859], [4.72343, 2.21123, 3.72754], [0.99536, -1.29243, 3.20161], [0.15125, 1.66393, 3.33546], [-0.82427, 0.35185, 2.60707], [-0.46139, 2.29845, 5.46250], [-1.34089, 1.77830, 7.74748], [-2.01922, -0.56892, 8.30773], [-1.81608, -2.37129, 6.57732], [-0.95011, -1.81046, 4.29690], [0.10880, -0.55176, 0.73046], [2.62276, 0.62502, -0.60660], [0.00772, -0.38835, -1.90909], [0.01390, -0.25004, -4.27881], [1.11108, 0.33491, -6.45430], [4.56464, 1.83001, -6.66193], [3.66550, 0.53062, -7.47516], [2.96946, 2.14786, -7.37796], [4.59939, 1.70560, -4.33382], [3.55313, 1.12927, -2.18732], [2.43737, 2.72805, 1.97599], [4.16335, 2.54725, 1.51638], [2.87437, 2.20860, 0.34082], [4.12199, -1.21952, 1.72554], [3.98228, -0.37532, 0.17501], [5.17096, 0.19379, 1.36874]]
}

=====

[3]
{
  "formula": "C30H38AsN2O5P2PtS",
  "method": "the ωB97M-V functional and the def2-TZVPD basis",
  "molar_mass_g_mol": 870.7,
  "charge": 1,
  "e_lumo_ev": -2.426,
  "relative_energy_kj_mol": 0.0,
  "e_tot_ha": -5087.6038,
  "species": ["Pt", "O", "C", "O", "C", "P", "C", "C", "C", "C", "C", "C", "C", "C", "C", "C", "C", "C", "H", "H", "H", "H", "H", "H", "H", "H", "H", "H", "H", "H", "S", "C", "C", "C", "N", "C", "C", "C", "C", "C", "N", "C", "C", "H", "H", "H", "H", "H", "H", "H", "H", "C", "As", "C", "C", "H", "H", "H", "H", "H", "H", "H", "H", "H", "C", "O", "P", "O", "C", "O", "C", "H", "H", "H", "H", "H", "H", "H", "H", "H"],
  "coordinates": [[0.11437, -1.40594, -1.98728], [3.18826, -2.94516, -3.97217], [2.64062, -2.40307, -3.05142], [1.50293, -2.83287, -2.52009], [3.24014, -1.17803, -2.35804], [2.03143, -0.38959, -1.21991], [2.22775, 1.38132, -1.54598], [1.34391, 1.92015, -2.48116], [1.43199, 3.25427, -2.84669], [2.40081, 4.06583, -2.27502], [3.29970, 3.53212, -1.36360], [3.22322, 2.19451, -1.00493], [2.58766, -0.96604, 0.41226], [3.07089, -0.16893, 1.44592], [3.46357, -0.74426, 2.64547], [3.37275, -2.11534, 2.82910], [2.88551, -2.91522, 1.80554], [2.49301, -2.34609, 0.60367], [3.57729, -0.45709, -3.10217], [4.11932, -1.50788, -1.80212], [0.57231, 1.29271, -2.91067], [0.74171, 3.65993, -3.57432], [2.46599, 5.10973, -2.55154], [4.07627, 4.15381, -0.93817], [3.97210, 1.79120, -0.34144], [3.10948, 0.90403, 1.35369], [3.83345, -0.11154, 3.44175], [3.67959, -2.55948, 3.76666], [2.81392, -3.98656, 1.93872], [2.12122, -2.98005, -0.19271], [0.53321, 2.53068, 5.39288], [0.35567, 1.77799, 3.78331], [0.00671, 0.44059, 3.65137], [-0.12175, -0.08867, 2.37868], [0.07227, 0.61281, 1.26325], [0.41324, 1.89288, 1.40065], [0.57285, 2.51736, 2.62904], [-1.21029, 2.63914, 5.78342], [-1.82579, 1.66363, 6.55129], [-3.18702, 1.78613, 6.79867], [-3.92967, 2.78947, 6.34201], [-3.31997, 3.72955, 5.62519], [-1.96627, 3.70504, 5.32059], [-0.15707, -0.17724, 4.52375], [-0.36718, -1.13803, 2.24928], [0.57176, 2.44915, 0.48385], [0.85840, 3.55922, 2.68704], [-1.26174, 0.83401, 6.95490], [-3.70261, 1.04088, 7.39345], [-3.94289, 4.54617, 5.27850], [-1.51337, 4.49822, 4.74149], [-3.10844, -3.00287, -3.55188], [-1.21605, -3.06677, -3.16985], [-1.03971, -4.74700, -2.23514], [-0.43160, -3.37788, -4.90145], [-3.41368, -3.99497, -3.88415], [-3.30753, -2.28733, -4.34483], [-3.67131, -2.71853, -2.66748], [-1.10612, -5.57092, -2.94428], [-1.84875, -4.83309, -1.51072], [-0.07616, -4.77929, -1.73376], [-0.92643, -4.22998, -5.36659], [0.63126, -3.57435, -4.78011], [-0.57845, -2.49646, -5.52428], [-2.62479, -1.75719, 0.16562], [-2.42719, -0.39551, -0.23512], [-1.54228, -0.01344, -1.48667], [-1.27763, 1.52491, -1.32146], [-2.05722, 2.42214, -0.50095], [-2.64779, -0.05326, -2.65195], [-2.31727, 0.50002, -3.92936], [-2.97649, -1.73219, 1.19288], [-1.68677, -2.31336, 0.11043], [-3.38036, -2.22444, -0.46563], [-2.87066, 2.82903, -1.09932], [-1.39306, 3.22290, -0.19290], [-2.45311, 1.90456, 0.36726], [-3.16487, 0.32000, -4.58387], [-1.42520, 0.01751, -4.34243], [-2.14196, 1.57229, -3.84801]]
}